Record 1
{
  "formula": "C20H39BrNO4",
  "method": "ωB97M-V/def2-TZVPD",
  "elements": ["Br", "N", "C", "C", "C", "C", "H", "H", "H", "H", "H", "H", "H", "C", "C", "C", "O", "C", "H", "H", "H", "H", "H", "H", "H", "H", "C", "C", "C", "O", "C", "H", "H", "H", "H", "H", "H", "H", "H", "C", "C", "C", "O", "C", "H", "H", "H", "H", "H", "H", "H", "H", "C", "C", "C", "O", "C", "H", "H", "H", "H", "H", "H", "H", "H"],
  "xyz": [[-1.37561, 2.18817, -1.10086], [-1.36198, 0.69225, -2.16765], [-0.34442, 0.05485, -2.56631], [-0.69434, -1.15028, -3.31091], [-2.24800, -1.08998, -3.49622], [-2.63223, 0.13531, -2.64878], [0.65161, 0.40153, -2.34453], [-0.07098, -1.36212, -4.16450], [-0.52807, -1.93180, -2.56296], [-2.76851, -1.93391, -3.07471], [-2.42300, -0.91643, -4.54238], [-2.98282, 0.87551, -3.37131], [-3.46383, 0.08632, -1.96232], [2.56650, 6.07783, -1.80586], [1.65412, 4.93825, -1.36339], [1.79436, 3.96519, -2.52682], [3.10737, 4.13648, -3.04783], [3.69511, 5.32030, -2.49114], [2.91454, 6.70511, -0.98775], [2.04746, 6.71365, -2.52589], [2.03899, 4.48682, -0.44522], [0.62278, 5.24407, -1.18609], [1.07494, 4.19171, -3.32387], [1.66292, 2.92083, -2.22588], [4.46404, 5.01806, -1.77296], [4.17060, 5.89328, -3.28600], [5.17256, 1.12723, -1.83798], [4.66201, 0.68483, -0.46913], [3.15627, 0.77439, -0.65473], [2.90103, 0.49474, -2.04128], [4.14044, 0.51744, -2.77170], [6.18444, 0.79327, -2.05698], [5.14818, 2.21645, -1.91174], [4.95665, -0.34847, -0.27575], [5.02090, 1.29984, 0.35346], [2.78846, 1.78335, -0.43396], [2.60971, 0.06095, -0.03480], [4.40050, -0.51179, -3.03663], [4.00747, 1.09027, -3.68891], [-1.86751, -3.69078, 1.22045], [-1.50191, -2.58732, 0.23311], [-0.65825, -1.66339, 1.10602], [-0.01680, -2.48462, 2.06993], [-0.59919, -3.79780, 2.04825], [-2.14454, -4.63071, 0.74645], [-2.69680, -3.36896, 1.85238], [-0.89355, -2.99992, -0.57933], [-2.36689, -2.08433, -0.20715], [-1.28701, -0.93702, 1.63606], [0.09934, -1.11472, 0.53581], [0.12066, -4.48338, 1.58947], [-0.79257, -4.12740, 3.06775], [-3.92138, -1.56003, 5.49865], [-4.77594, -2.73905, 5.95111], [-4.63622, -3.69364, 4.77476], [-3.33636, -3.46209, 4.21528], [-2.78414, -2.26280, 4.77172], [-3.57393, -0.92934, 6.31495], [-4.48624, -0.93574, 4.80180], [-4.34827, -3.18578, 6.85090], [-5.81126, -2.47720, 6.16122], [-5.38557, -3.48690, 4.00306], [-4.71997, -4.74027, 5.06632], [-1.98258, -2.54166, 5.46285], [-2.35332, -1.65862, 3.97048]],
  "forces_ev_per_a": [[0.1, 0.1, 0.0], [-0.9, -0.1, 0.7], [0.9, 0.3, -0.2], [-0.9, -1.0, 1.0], [1.1, 0.6, 0.9], [-0.8, 1.2, -2.3], [0.6, 0.0, 0.1], [0.1, 0.1, -0.3], [0.5, -0.3, -0.1], [0.1, -0.6, -0.4], [-0.6, -0.1, -0.3], [-0.1, 0.3, 0.2], [0.4, -0.5, 0.9], [-0.1, 0.1, -0.1], [0.0, -0.1, 0.1], [-0.1, 0.0, -0.1], [0.0, 0.0, 0.1], [0.1, 0.0, 0.1], [0.0, 0.0, 0.0], [0.0, 0.0, 0.0], [0.0, 0.0, 0.0], [0.0, 0.0, 0.0], [-0.1, 0.0, 0.1], [0.1, 0.0, 0.0], [0.0, 0.1, 0.0], [0.0, -0.1, -0.1], [-0.1, 0.2, 0.0], [0.1, -0.2, 0.0], [0.0, 0.1, 0.0], [-0.3, 0.0, 0.1], [0.1, -0.1, -0.2], [0.0, 0.0, 0.0], [0.0, 0.0, -0.1], [0.0, 0.0, 0.0], [0.0, 0.0, 0.0], [0.0, 0.0, 0.0], [0.0, 0.0, -0.1], [0.0, 0.0, 0.0], [-0.1, 0.0, 0.0], [-0.2, 0.1, 0.0], [0.1, 0.0, -0.2], [-0.1, 0.0, 0.1], [-0.1, 0.0, -0.1], [0.2, -0.1, -0.1], [0.0, 0.0, 0.0], [0.0, -0.1, 0.0], [0.0, 0.0, 0.0], [0.0, 0.0, 0.1], [0.0, 0.1, -0.1], [0.1, 0.0, 0.1], [0.0, 0.0, 0.0], [0.0, 0.1, 0.0], [-0.1, 0.1, -0.1], [0.1, -0.1, 0.1], [-0.1, 0.0, -0.1], [0.0, 0.1, 0.0], [0.1, -0.1, 0.1], [0.0, 0.0, 0.0], [0.0, 0.0, 0.0], [0.0, 0.0, 0.0], [0.0, 0.0, 0.0], [0.0, 0.0, 0.0], [0.1, 0.0, 0.0], [0.0, 0.1, 0.0], [0.0, -0.1, 0.0]],
  "lumo_energy_ha": -0.14887,
  "total_charge": 1,
  "gap_ev": 7.29,
  "e_tot_ev": -101085.812,
  "homo_energy_ev": -11.342
}

=====

Record 2
{
  "formula": "C20H39N2O2RhSSb",
  "method": "ωB97M-V/def2-TZVPD",
  "elements": ["Rh", "C", "C", "O", "N", "C", "C", "C", "C", "C", "C", "N", "H", "H", "H", "H", "H", "H", "H", "H", "H", "H", "C", "C", "Sb", "C", "C", "C", "C", "H", "H", "H", "H", "H", "H", "H", "H", "H", "H", "H", "H", "H", "H", "H", "C", "C", "C", "S", "O", "C", "C", "C", "H", "H", "H", "H", "H", "H", "H", "H", "H", "H", "H", "H", "H", "H"],
  "xyz": [[-4.77409, 0.73625, 2.34792], [-6.20119, 3.56891, -0.64613], [-5.82358, 2.21273, -0.15709], [-4.98201, 2.10247, 0.77307], [-6.36476, 1.14387, -0.73175], [-5.95107, -0.23282, -0.47257], [-6.72236, -0.91651, 0.63298], [-7.78830, -1.74998, 0.35520], [-8.46993, -2.36313, 1.39777], [-8.06013, -2.12759, 2.69930], [-6.98574, -1.28725, 2.91032], [-6.32842, -0.69384, 1.90205], [-5.29134, 4.08800, -0.94805], [-6.64215, 4.13170, 0.17638], [-6.89551, 3.53833, -1.48186], [-7.02398, 1.30528, -1.47846], [-4.88103, -0.23535, -0.24944], [-6.07739, -0.79108, -1.39760], [-8.07943, -1.92435, -0.67183], [-9.30558, -3.01895, 1.19352], [-8.55666, -2.58707, 3.54159], [-6.62846, -1.08200, 3.91139], [9.11838, -5.96161, -8.15453], [8.92435, -6.69439, -6.83391], [9.36704, -5.48818, -5.12588], [11.00316, -4.19524, -5.60177], [10.61477, -2.95361, -6.39514], [9.98158, -6.78345, -3.54501], [11.33686, -7.40174, -3.88983], [8.92422, -6.64963, -8.97736], [10.13744, -5.59350, -8.27343], [8.43116, -5.12260, -8.25901], [9.60073, -7.54670, -6.72597], [7.90753, -7.06183, -6.70421], [11.68788, -4.84319, -6.15598], [11.46879, -3.94944, -4.64771], [10.13751, -3.20336, -7.34176], [11.51249, -2.37864, -6.62111], [9.94240, -2.30867, -5.83092], [9.19773, -7.53129, -3.43356], [10.01765, -6.18793, -2.63432], [11.30395, -7.98826, -4.80851], [11.63159, -8.07739, -3.08594], [12.11965, -6.64945, -3.98618], [-1.52526, -0.17255, 5.96891], [-2.16827, 0.82834, 6.92159], [-3.67719, 0.97840, 6.76967], [-4.33109, 1.87474, 5.35428], [-3.84060, 1.05695, 4.10614], [-3.34706, 3.39665, 5.35840], [-2.06930, 3.35139, 4.51877], [-2.30246, 3.74869, 3.06644], [-0.47327, -0.30022, 6.21791], [-1.58894, 0.14621, 4.92921], [-2.00348, -1.15002, 6.05142], [-1.68140, 1.80342, 6.85639], [-2.01434, 0.49666, 7.95068], [-4.12091, 1.53446, 7.60247], [-4.18542, 0.01198, 6.72731], [-3.15466, 3.57963, 6.41733], [-4.02673, 4.17516, 5.01013], [-1.60510, 2.36739, 4.58070], [-1.36780, 4.05054, 4.97653], [-3.02400, 3.09367, 2.57096], [-1.37339, 3.70481, 2.50041], [-2.68494, 4.76781, 2.99788]],
  "forces_ev_per_a": [[-0.1, 0.0, 0.0], [0.0, 0.0, 0.0], [0.0, 0.0, 0.0], [0.0, 0.0, 0.0], [0.0, 0.0, 0.0], [0.0, 0.0, 0.0], [0.0, 0.0, 0.0], [0.0, 0.0, 0.0], [0.0, 0.0, 0.0], [0.0, 0.0, 0.0], [0.0, 0.0, 0.0], [0.0, 0.0, 0.0], [0.0, 0.0, 0.0], [0.0, 0.0, 0.0], [0.0, 0.0, 0.0], [0.0, 0.0, 0.0], [0.0, 0.0, 0.0], [0.0, 0.0, 0.0], [0.0, 0.0, 0.0], [0.0, 0.0, 0.0], [0.0, 0.0, 0.0], [0.0, 0.0, 0.0], [0.0, 0.0, 0.0], [0.0, 0.0, 0.0], [0.1, 0.0, 0.0], [0.0, 0.0, 0.0], [0.0, 0.0, 0.0], [0.0, 0.0, 0.0], [0.0, 0.0, 0.0], [0.0, 0.0, 0.0], [0.0, 0.0, 0.0], [0.0, 0.0, 0.0], [0.0, 0.0, 0.0], [0.0, 0.0, 0.0], [0.0, 0.0, 0.0], [0.0, 0.0, 0.0], [0.0, 0.0, 0.0], [0.0, 0.0, 0.0], [0.0, 0.0, 0.0], [0.0, 0.0, 0.0], [0.0, 0.0, 0.0], [0.0, 0.0, 0.0], [0.0, 0.0, 0.0], [0.0, 0.0, 0.0], [0.0, 0.0, 0.0], [0.0, 0.0, 0.0], [0.0, 0.0, 0.0], [0.0, 0.0, 0.0], [0.1, 0.0, 0.0], [0.0, 0.0, 0.0], [0.0, 0.0, 0.0], [0.0, 0.0, 0.0], [0.0, 0.0, 0.0], [0.0, 0.0, 0.0], [0.0, 0.0, 0.0], [0.0, 0.0, 0.0], [0.0, 0.0, 0.0], [0.0, 0.0, 0.0], [0.0, 0.0, 0.0], [0.0, 0.0, 0.0], [0.0, 0.0, 0.0], [0.0, 0.0, 0.0], [0.0, 0.0, 0.0], [0.0, 0.0, 0.0], [0.0, 0.0, 0.0], [0.0, 0.0, 0.0]],
  "lumo_energy_ha": [-0.25106, -0.34578],
  "total_charge": 3,
  "multiplicity": 5,
  "gap_ev": [8.21, 6.82],
  "e_tot_ev": -48802.953,
  "homo_energy_ev": [-15.041, -16.226]
}

=====

Record 3
{
  "formula": "C20H39N4O12Tl",
  "method": "ωB97M-V/def2-TZVPD",
  "elements": ["Tl", "C", "C", "O", "O", "H", "H", "H", "C", "C", "O", "C", "O", "O", "H", "H", "H", "H", "C", "C", "O", "C", "O", "O", "H", "H", "H", "H", "C", "C", "O", "N", "C", "H", "H", "H", "H", "H", "H", "H", "C", "C", "O", "N", "C", "H", "H", "H", "H", "H", "H", "H", "C", "C", "O", "N", "C", "H", "H", "H", "H", "H", "H", "H", "C", "C", "O", "N", "C", "H", "H", "H", "H", "H", "H", "H"],
  "xyz": [[1.50557, -4.38817, -2.06002], [-0.74171, -0.49076, -0.31494], [-0.39472, -1.61874, -1.33786], [0.71766, -1.52375, -1.85696], [-1.16809, -2.54472, -1.59451], [0.12426, 0.00401, 0.12484], [-1.41401, -0.85072, 0.46386], [-1.33012, 0.20190, -0.91668], [2.74659, 3.22646, -0.10031], [2.50677, 1.83613, -0.72649], [3.67878, 1.23502, -0.26868], [4.16682, 1.82163, 0.82347], [5.06629, 1.28212, 1.49569], [3.72085, 2.97972, 0.88870], [1.82421, 3.64352, 0.30388], [3.05489, 3.94403, -0.86067], [2.59119, 1.89526, -1.81161], [1.54337, 1.48426, -0.35751], [-4.80841, -3.70416, 0.45475], [-4.01293, -2.90748, -0.54317], [-5.00638, -2.36135, -1.40564], [-6.20550, -2.45236, -0.95727], [-7.26761, -2.04683, -1.32219], [-6.15248, -3.40964, 0.00484], [-4.63566, -3.36237, 1.47526], [-4.67529, -4.78594, 0.44352], [-3.41534, -3.64745, -1.07554], [-3.39246, -2.10756, -0.13912], [-0.01767, 2.09984, 2.88271], [0.63703, 3.08990, 3.82035], [1.04011, 2.79759, 4.91538], [0.58378, 4.28387, 3.36460], [1.23882, 5.44247, 3.97900], [-1.08090, 1.89442, 3.00703], [0.41704, 1.13508, 3.14421], [0.23220, 2.43571, 1.87630], [0.23659, 4.40744, 2.42424], [0.80506, 6.43044, 3.82451], [2.28905, 5.43154, 3.68747], [1.35641, 5.19100, 5.03306], [-2.81174, 3.27419, 0.31412], [-1.71813, 3.13211, -0.64776], [-0.66160, 3.68875, -0.43095], [-2.10775, 2.49572, -1.69124], [-1.33445, 2.24916, -2.90744], [-3.16715, 2.25107, 0.43662], [-3.50189, 4.03769, -0.04487], [-2.41343, 3.58160, 1.28105], [-2.98891, 2.00339, -1.65571], [-1.91529, 2.62974, -3.74761], [-1.12024, 1.18628, -3.01921], [-0.29054, 2.55827, -2.85461], [-1.35023, -3.18636, 2.53558], [-0.86329, -3.69658, 3.84019], [-1.26038, -3.16429, 4.87744], [0.23910, -4.43226, 3.86253], [0.95171, -4.69161, 5.12843], [-1.93964, -2.31495, 2.82077], [-1.86413, -3.82136, 1.81393], [-0.53473, -2.72373, 1.97967], [0.52267, -4.74410, 2.94468], [0.84639, -3.91934, 5.89040], [2.02309, -4.78610, 4.95142], [0.57802, -5.57513, 5.64595], [4.69936, -1.63780, -5.34391], [3.40119, -1.87896, -4.54412], [3.34758, -2.78727, -3.69433], [2.42021, -1.05425, -4.79806], [2.47501, 0.16857, -5.57781], [5.16222, -0.65565, -5.24786], [4.39126, -1.91709, -6.35147], [5.45078, -2.30192, -4.91682], [1.54362, -1.27606, -4.34806], [1.67509, 0.82032, -5.22644], [2.26984, -0.06398, -6.62276], [3.48270, 0.56075, -5.44057]],
  "forces_ev_per_a": [[0.5, 0.3, -0.4], [-0.1, -0.6, -1.0], [-3.5, 1.5, 3.8], [2.5, -0.4, -1.8], [1.0, -0.3, -0.7], [-0.1, -0.1, -0.2], [0.2, -0.4, 0.0], [0.1, 0.4, 0.1], [-1.7, 0.7, -1.2], [0.7, 2.3, 0.1], [-0.5, -3.4, -0.9], [5.4, -5.1, 1.3], [-3.0, 1.8, -1.6], [-1.7, 5.0, 1.5], [0.2, -0.1, 0.4], [0.7, 0.0, 0.3], [-0.5, -0.2, 0.1], [0.3, -0.8, -0.1], [-1.5, 0.5, 0.3], [0.3, -1.0, -0.5], [3.1, 2.3, -2.4], [-2.8, -2.7, 1.6], [1.2, 0.8, -0.4], [-0.4, -0.7, 2.2], [-0.4, 0.1, 0.1], [0.1, 0.1, -0.3], [0.2, 0.7, -0.5], [-0.1, -0.1, 0.0], [0.6, -1.1, 0.1], [-1.6, -2.8, 1.1], [0.9, -0.7, 1.2], [-0.1, 5.2, -2.3], [1.1, -1.2, 0.8], [-0.1, 0.8, 0.1], [0.3, -0.1, -0.4], [-0.3, -0.5, -0.3], [0.1, 0.1, 0.1], [-0.3, -0.5, -0.2], [0.1, 0.4, -0.5], [-0.6, 0.3, 0.2], [-0.2, -0.3, 1.6], [0.2, 2.6, 2.8], [1.8, -0.1, -0.7], [0.1, -2.6, -4.0], [0.2, -0.6, 0.4], [-1.1, 0.3, 0.2], [-0.4, -0.5, 0.1], [-0.1, 0.1, -0.1], [0.0, 0.4, 0.0], [0.6, 0.0, -0.2], [-0.8, -0.5, -0.2], [-0.4, 1.2, 0.2], [-0.4, 1.1, -1.1], [0.1, 2.0, 2.2], [-0.6, -0.6, -0.6], [0.7, -0.9, 0.0], [0.3, -0.4, 0.0], [-0.5, -0.3, -0.2], [-0.2, -0.3, 0.4], [0.5, -0.2, 0.0], [0.6, -0.4, 0.6], [-0.4, 0.5, -0.7], [-0.1, -0.2, -0.2], [0.0, -0.3, -0.4], [-0.5, -0.9, 1.1], [2.7, -0.2, 0.7], [-0.9, -0.3, -0.2], [-1.9, 0.4, 0.3], [0.0, -0.6, -0.2], [-0.6, 0.2, -0.3], [0.7, 0.3, -0.3], [-0.2, -0.3, -0.4], [0.1, 0.1, 0.1], [0.4, 0.2, 0.1], [0.2, 0.3, -0.1], [-0.4, 0.5, -0.3]],
  "lumo_energy_ha": [-0.16658, -0.29959],
  "total_charge": 1,
  "multiplicity": 2,
  "gap_ev": [6.65, 3.03],
  "e_tot_ev": -56587.074,
  "homo_energy_ev": [-11.181, -11.180]
}